Below is one molecule with the formula C3H2N4, with properties calculated with the ωB97M-V functional and the def2-TZVPD basis.

Last column: Löwdin charge in e.
Cartesian coordinates (Å):
N 2.768 0.311 0.576  0.20
C 2.000 0.550 -0.255  -0.12
C 0.572 0.400 -0.096  -0.37
C -0.145 -0.750 -0.250  -0.03
N -1.405 -0.309 -0.014  0.00
N -1.432 0.967 0.342  0.00
N -0.212 1.408 0.329  0.06
H 0.120 -1.752 -0.533  0.12
H -2.264 -0.825 -0.099  0.15

spin multiplicity: 1
energy relative to the best compared isomer or geometry (same formula, charge and spin): 174.5 kJ/mol
electronic energy: -334.45863 a.u.
LUMO energy: 0.1 eV
total charge: 0
Kohn-Sham gap: 10.2 eV
HOMO energy: -10.14 eV

---

Below is C39H29N5O4PbSi as an isolated structure, with properties calculated with the ωB97M-V functional and the def2-TZVPD basis.

Last column: Löwdin charge in e.
Cartesian coordinates (Å):
Pb -0.787 0.007 0.766  1.27
O -0.172 -7.250 1.283  -0.03
C -0.987 -6.697 0.518  -0.66
O -1.801 -7.106 -0.337  -0.04
C -0.959 -5.124 0.626  -0.05
C -0.114 -4.484 1.512  0.07
C -0.150 -3.104 1.625  -0.18
N -0.964 -2.363 0.852  0.05
C -1.819 -2.980 0.006  -0.18
C -1.844 -4.355 -0.109  0.06
C -2.802 -2.144 -0.727  -0.23
C -3.489 -2.608 -1.844  0.02
C -4.440 -1.794 -2.432  -0.04
C -4.683 -0.535 -1.898  -0.05
C -3.924 -0.136 -0.816  -0.15
N -3.009 -0.920 -0.246  0.00
C 0.594 -2.465 2.744  -0.25
C 1.858 -2.907 3.109  0.00
C 2.417 -2.422 4.275  -0.04
C 1.680 -1.551 5.063  -0.06
C 0.435 -1.149 4.610  -0.14
N -0.095 -1.570 3.459  0.10
H 0.527 -5.084 2.147  0.13
H -2.556 -4.867 -0.744  0.12
H -3.271 -3.586 -2.251  0.12
H -4.986 -2.138 -3.303  0.12
H -5.433 0.124 -2.319  0.11
H -4.055 0.851 -0.376  0.11
H 2.390 -3.611 2.478  0.13
H 3.409 -2.735 4.581  0.12
H 2.061 -1.178 6.006  0.11
H -0.168 -0.466 5.196  0.11
O 3.702 -0.037 1.078  0.04
C 2.553 0.231 1.407  -0.58
O 1.507 -0.261 0.801  -0.23
C 2.461 1.161 2.635  -0.20
C 3.640 1.420 3.327  0.00
C 3.597 2.195 4.473  -0.05
C 2.373 2.696 4.898  -0.07
C 1.255 2.403 4.141  -0.16
N 1.297 1.661 3.031  0.10
H 4.558 0.997 2.941  0.12
H 4.498 2.398 5.038  0.11
H 2.290 3.298 5.795  0.10
H 0.272 2.756 4.448  0.10
C -2.105 3.676 1.283  -0.18
Si -0.945 2.960 0.035  0.68
C -1.663 2.795 -1.650  -0.17
C 0.797 3.474 0.087  -0.30
C 1.199 4.488 0.967  -0.10
C 2.525 4.881 1.005  -0.07
C 3.459 4.254 0.181  -0.05
C 3.067 3.250 -0.694  -0.05
C 1.739 2.860 -0.746  -0.08
H -2.605 4.537 0.821  0.05
H -1.574 4.019 2.172  0.03
H -2.868 2.962 1.592  0.04
H -1.786 3.808 -2.059  0.06
H -2.636 2.295 -1.638  0.03
H -1.002 2.223 -2.298  0.02
H 0.475 4.976 1.611  0.10
H 2.837 5.668 1.682  0.11
H 4.499 4.553 0.230  0.11
H 3.800 2.756 -1.320  0.12
H 1.440 2.055 -1.416  0.10
N -0.367 -0.706 -9.506  0.16
C -0.371 -0.666 -8.356  -0.18
C -0.380 -0.601 -6.914  -0.23
C 0.795 -0.800 -6.194  -0.02
C 0.785 -0.714 -4.814  -0.01
C -0.398 -0.430 -4.128  -0.24
C -1.575 -0.238 -4.861  -0.02
C -1.569 -0.321 -6.240  -0.02
C -0.418 -0.314 -2.697  -0.12
C -0.457 -0.192 -1.489  -0.16
H 1.712 -1.020 -6.723  0.12
H 1.697 -0.868 -4.250  0.12
H -2.494 -0.022 -4.331  0.11
H -2.478 -0.170 -6.807  0.12

spin multiplicity: 1
energy relative to the best compared isomer or geometry (same formula, charge and spin): 342.7 kJ/mol
electronic energy: -2560.60406 a.u.
LUMO energy: -2.5 eV
total charge: 0
Kohn-Sham gap: 5.2 eV
HOMO energy: -7.73 eV

---

Below is a 2-piece molecular cluster, C4H10O4 overall, with properties calculated with the ωB97M-V functional and the def2-TZVPD basis.

Last column: Löwdin charge in e.
Cartesian coordinates (Å):
C 1.545 1.209 -1.579  -0.02
C 0.266 0.410 -1.131  -0.45
O 0.620 -0.802 -0.608  -0.06
C -0.529 1.344 -0.199  -0.08
C -1.378 0.617 0.709  -0.55
O -1.408 -0.550 0.826  0.14
O -2.320 1.354 1.373  0.08
H 1.397 1.036 -2.680  0.09
H 2.434 0.959 -1.127  0.04
H 1.330 2.335 -1.423  0.10
H -0.389 0.142 -1.976  0.15
H 0.832 -0.786 0.367  0.12
H 0.158 1.957 0.389  0.14
H -1.051 2.003 -0.904  0.15
H -2.818 0.782 2.007  0.14
O 2.448 -2.936 0.640  -0.08
H 1.580 -3.369 0.977  0.09
H 2.383 -3.076 -0.289  0.01

spin multiplicity: 1
energy relative to the best compared isomer or geometry (same formula, charge and spin): 133.1 kJ/mol
electronic energy: -459.33811 a.u.
LUMO energy: 0.7 eV
total charge: 0
Kohn-Sham gap: 10.2 eV
HOMO energy: -9.54 eV

---

Below is an isolated ion of composition C6H7NPS2 and charge -1, with properties calculated with the ωB97M-V functional and the def2-TZVPD basis.

Last column: Löwdin charge in e.
Cartesian coordinates (Å):
C -1.966 2.640 0.195  -0.28
C -2.110 2.801 1.515  -0.81
C -1.407 1.463 -0.431  -0.82
C 1.783 -0.674 0.009  0.02
C 0.691 -1.243 -0.554  -0.17
C -0.721 -0.893 -0.423  -0.34
N -1.027 0.368 0.266  -0.44
P -1.408 0.226 2.006  0.74
S -2.729 3.531 2.820  0.48
S -1.243 1.456 -2.142  0.49
H -1.980 3.546 -0.316  0.06
H 2.773 -0.989 0.102  0.02
H 1.622 0.264 0.515  0.04
H 0.689 -2.251 -1.000  0.10
H -1.216 -1.659 0.102  0.08
H -1.191 -0.693 -1.327  0.00
H -0.543 1.334 2.457  -0.16

spin multiplicity: 1
energy relative to the best compared isomer or geometry (same formula, charge and spin): 75.3 kJ/mol
electronic energy: -1425.25543 a.u.
LUMO energy (spin up / spin down): 3.2 / 3.2 eV
total charge: -1
Kohn-Sham gap (spin up / spin down): 6.4 / 6.4 eV
HOMO energy (spin up / spin down): -3.14 / -3.14 eV

---

Below is C22H25NO5PdSe3Te2 as an isolated structure, with properties calculated with the ωB97M-V functional and the def2-TZVPD basis.

Last column: Löwdin charge in e.
Cartesian coordinates (Å):
Pd -2.437 1.511 0.391  0.30
Se -5.097 2.999 0.281  0.15
Se -6.029 2.195 2.080  0.01
Te -2.460 2.266 2.887  0.33
Se -2.822 3.796 0.994  0.06
O -2.164 1.799 -3.818  0.05
C -2.600 1.992 -2.698  -0.54
O -2.232 1.256 -1.667  -0.31
C -3.667 3.063 -2.372  -0.75
O -4.799 2.855 -2.815  -0.03
O -3.275 4.032 -1.654  -0.24
C -4.316 -1.255 0.372  -0.01
C -2.950 -1.375 -0.252  -0.75
O -2.716 -2.227 -1.124  -0.09
N -1.996 -0.542 0.209  -0.32
Te -0.514 -0.638 -1.144  1.95
C 0.840 -2.142 -0.371  -0.29
C 0.556 -3.144 0.569  -0.28
C -0.799 -3.361 1.184  -0.05
C 1.584 -3.994 0.974  -0.02
C 2.868 -3.907 0.463  -0.27
C 3.958 -4.840 0.916  -0.05
C 3.116 -2.945 -0.504  -0.02
C 2.127 -2.067 -0.935  -0.30
C 2.503 -1.069 -2.003  -0.08
C 0.550 0.969 -0.236  -0.32
C 0.867 2.050 -1.065  -0.30
C 0.607 2.108 -2.546  -0.07
C 1.470 3.174 -0.502  -0.01
C 1.772 3.247 0.843  -0.26
C 2.370 4.487 1.448  -0.05
C 1.481 2.147 1.639  -0.03
C 0.875 1.005 1.136  -0.30
C 0.592 -0.102 2.111  -0.08
H -4.643 -2.242 0.702  0.08
H -5.009 -0.910 -0.397  0.10
H -4.328 -0.551 1.201  0.04
H -1.582 -3.301 0.433  0.06
H -1.015 -2.623 1.957  0.08
H -0.838 -4.349 1.643  0.08
H 1.360 -4.759 1.710  0.11
H 3.610 -5.490 1.718  0.07
H 4.823 -4.285 1.281  0.08
H 4.298 -5.473 0.094  0.08
H 4.106 -2.873 -0.944  0.12
H 3.475 -1.323 -2.425  0.08
H 2.567 -0.056 -1.603  0.07
H 1.785 -1.054 -2.827  0.07
H 0.125 1.230 -2.968  0.02
H 1.549 2.277 -3.074  0.09
H -0.060 2.938 -2.779  0.09
H 1.685 4.020 -1.147  0.12
H 2.609 5.225 0.682  0.07
H 3.284 4.256 1.999  0.08
H 1.670 4.944 2.150  0.08
H 1.699 2.190 2.701  0.12
H 0.631 0.291 3.128  0.07
H 1.330 -0.901 2.027  0.08
H -0.396 -0.524 1.949  0.03

spin multiplicity: 2
energy relative to the best compared isomer or geometry (same formula, charge and spin): 0.0 kJ/mol
electronic energy: -9152.62380 a.u.
LUMO energy (spin up / spin down): 1.6 / 0.9 eV
total charge: -1
Kohn-Sham gap (spin up / spin down): 6.6 / 5.9 eV
HOMO energy (spin up / spin down): -5.00 / -4.99 eV

---

Below is a 2-piece molecular cluster, C5H9NO3 overall, with properties calculated with the ωB97M-V functional and the def2-TZVPD basis.

Last column: Löwdin charge in e.
Cartesian coordinates (Å):
C -0.232 2.097 1.318  -0.10
C -0.202 0.580 1.128  -0.14
C -0.092 0.141 -0.468  -0.55
O 0.212 0.948 -1.329  0.03
O -1.197 -0.679 -0.659  -0.14
N -1.343 -1.142 -2.011  0.06
H 0.765 2.517 1.158  0.08
H -0.930 2.559 0.616  0.08
H -0.540 2.352 2.331  0.07
H 0.447 0.189 1.908  0.09
H -1.177 0.186 1.415  0.10
H -1.075 -0.362 -2.620  0.08
H -2.341 -1.309 -2.131  0.09
C 1.434 -1.394 -0.669  0.01
C 1.387 -1.677 0.649  -0.19
O 1.560 -2.057 1.724  0.22
H 2.277 -0.811 -1.010  0.11
H 1.046 -2.141 -1.349  0.10

spin multiplicity: 1
energy relative to the best compared isomer or geometry (same formula, charge and spin): 499.3 kJ/mol
electronic energy: -476.25400 a.u.
LUMO energy: 0.7 eV
total charge: 0
Kohn-Sham gap: 9.7 eV
HOMO energy: -9.05 eV